10
Properties=species:S:1:pos:R:3:nbo_charge:R:1 method="wB97M-V/def2-TZVPD" molar_mass_g_mol=80.1 spin_multiplicity=1 homo_lumo_gap_ev=8.55 energy_ev=-7189.1144 total_charge=0
N 1.506 0.707 -1.308 -0.56
N -1.485 1.574 1.748 -0.37
C 0.980 -0.001 -0.483 0.50
C -1.212 0.743 0.970 0.23
C 0.382 -1.005 0.314 -0.48
C -0.906 -0.207 -0.022 -0.48
H 0.745 -0.840 1.274 0.27
H -1.479 -0.334 -0.973 0.26
H 0.455 -2.156 0.003 0.26
H 1.013 1.521 -1.524 0.39